## i
Density functional theory data (wB97M-V/def2-TZVPD) for an isolated molecule of C2H4N2S2.

Its net charge is 0. The value obtained for the frontier orbital gap is 8.0 eV. Its spin multiplicity is 1.

Each line ends with the Mulliken charge.
Geometry (Å):
1 N 0.746 -1.365 -0.771  -0.342
2 C -0.206 -0.561 -0.332  0.486
3 S -1.729 -1.080 -0.245  -0.491
4 C 0.281 0.783 0.222  0.254
5 N -0.737 1.282 0.920  -0.216
6 S 1.766 1.424 -0.002  -0.368
7 H 0.470 -2.246 -1.194  0.216
8 H 1.725 -1.107 -0.854  0.197
9 H -0.720 2.087 1.444  0.188
10 H -1.597 0.783 0.811  0.076

***

## ii
Density functional theory data (wB97M-V/def2-TZVPD) for an isolated molecule of C2H4N2S2.

Its net charge is 0. The value obtained for the frontier orbital gap is 8.2 eV. Its spin multiplicity is 1.

Each line ends with the Mulliken charge.
Geometry (Å):
1 H -1.627 -1.755 -0.065  0.205
2 N -0.642 -1.504 -0.092  -0.606
3 C -0.469 -0.253 0.010  0.359
4 N -1.414 0.721 0.146  -0.379
5 C 0.967 0.229 0.011  0.331
6 S 1.390 1.804 -0.029  -0.311
7 S 2.086 -1.102 0.051  -0.136
8 H -1.126 1.672 0.037  0.168
9 H -2.339 0.486 -0.109  0.226
10 H 3.174 -0.299 0.040  0.143

***

## iii
Density functional theory data (wB97M-V/def2-TZVPD) for an isolated molecule of C2H4N2S2.

Its net charge is 0. The value obtained for the frontier orbital gap is 7.6 eV. Its spin multiplicity is 1.

Each line ends with the Mulliken charge.
Geometry (Å):
1 N -0.190 1.375 -0.181  -0.699
2 N -0.023 0.079 -0.135  0.445
3 C 1.283 -0.611 0.069  -0.121
4 S 2.785 -0.044 -0.445  -0.187
5 C -1.224 -0.634 -0.138  -0.200
6 S -2.751 -0.095 -0.402  -0.241
7 H 0.756 1.530 0.189  0.240
8 H -0.731 1.762 0.579  0.268
9 H 1.239 -1.698 0.520  0.233
10 H -1.143 -1.663 -0.058  0.262

***

Structures ranked by computed energy, the most stable listed first: i, ii, iii.

***

## i
Density functional theory data (wB97M-V/def2-TZVPD) for an isolated molecule of CHFIPS.

Its net charge is 0. The value obtained for the frontier orbital gap is 8.1 eV. Its spin multiplicity is 1.

Each line ends with the Mulliken charge.
Geometry (Å):
1 F -0.032 -0.916 1.632  -0.174
2 C -0.379 0.043 0.769  0.318
3 S -1.792 0.808 0.906  -0.203
4 P 0.983 0.467 -0.382  -0.062
5 I 1.091 -1.561 -1.681  0.025
6 H 0.130 1.159 -1.242  0.096

***

## ii
Density functional theory data (wB97M-V/def2-TZVPD) for CHFIPS as an isolated structure.

Its net charge is 0. The value obtained for the frontier orbital gap is 8.5 eV. Its spin multiplicity is 1.

Each line ends with the Mulliken charge.
Geometry (Å):
1 C -0.218 -1.361 1.369  0.381
2 F -1.632 -1.695 2.280  -0.395
3 P -0.614 -0.070 0.185  -0.061
4 S 0.858 -2.515 1.654  -0.119
5 I -2.206 1.392 1.214  0.079
6 H 0.507 0.499 0.832  0.115

***

Structures ranked by computed energy, the most stable listed first: i, ii.

***

## i
Density functional theory data (wB97M-V/def2-TZVPD) for an isolated molecule of C19H21N3O3.

Its net charge is 0. The value obtained for the frontier orbital gap is 8.7 eV. Its spin multiplicity is 1.

Each line ends with the Mulliken charge.
Geometry (Å):
1 C -1.253 -2.345 -2.959  -1.400
2 C -1.272 -1.054 -2.147  -0.425
3 O -0.042 -0.806 -1.497  -0.233
4 C 0.305 -1.543 -0.404  0.732
5 C -0.531 -2.387 0.306  -0.175
6 C -0.059 -3.070 1.419  -0.952
7 C 1.252 -2.928 1.816  -0.782
8 C 2.105 -2.086 1.116  -0.760
9 C 1.643 -1.377 0.023  0.822
10 O 2.365 -0.490 -0.722  -0.249
11 C 3.698 -0.172 -0.384  -0.716
12 C 3.955 1.228 -0.942  -0.686
13 C 3.399 2.306 0.002  -1.012
14 C 2.050 1.885 0.553  0.706
15 O 1.929 1.358 1.641  -0.645
16 N 0.994 2.157 -0.262  0.057
17 C -0.303 1.755 -0.028  0.071
18 N -1.292 2.043 -0.827  -0.810
19 C -2.389 1.442 -0.257  0.615
20 C -3.710 1.390 -0.682  -0.803
21 C -4.604 0.673 0.088  -0.396
22 C -4.210 0.018 1.255  -0.611
23 C -2.902 0.061 1.700  -0.683
24 C -2.001 0.779 0.935  0.232
25 N -0.656 1.018 1.060  0.191
26 H -1.101 -3.206 -2.311  0.317
27 H -2.197 -2.461 -3.485  0.427
28 H -0.444 -2.314 -3.684  0.333
29 H -1.401 -0.192 -2.807  0.481
30 H -2.102 -1.057 -1.430  0.175
31 H -1.560 -2.515 0.010  0.399
32 H -0.728 -3.719 1.963  0.419
33 H 1.627 -3.470 2.671  0.402
34 H 3.131 -1.994 1.435  0.379
35 H 3.846 -0.168 0.701  0.410
36 H 4.379 -0.907 -0.835  0.461
37 H 3.463 1.287 -1.914  0.314
38 H 5.025 1.385 -1.083  0.416
39 H 3.322 3.261 -0.518  0.370
40 H 4.072 2.419 0.854  0.351
41 H 1.140 2.565 -1.173  0.290
42 H -4.015 1.891 -1.587  0.463
43 H -5.638 0.612 -0.220  0.389
44 H -4.944 -0.535 1.821  0.394
45 H -2.591 -0.448 2.600  0.478
46 H -0.004 0.702 1.763  0.245

***

## ii
Density functional theory data (wB97M-V/def2-TZVPD) for an isolated molecule of C19H21N3O3.

Its net charge is 0. The value obtained for the frontier orbital gap is 8.6 eV. Its spin multiplicity is 1.

Each line ends with the Mulliken charge.
Geometry (Å):
1 C -3.197 -2.645 -0.102  -1.622
2 C -3.300 -1.197 0.239  1.024
3 C -2.141 -0.483 0.528  -0.166
4 C -2.167 0.866 0.852  -0.359
5 C -0.878 1.548 1.213  0.176
6 O -0.473 1.548 2.359  -0.672
7 N -0.240 2.172 0.197  0.083
8 C -0.593 2.016 -1.192  -0.804
9 C 0.229 0.863 -1.806  -1.003
10 N 1.366 0.604 -0.947  0.622
11 C 2.256 -0.419 -1.457  -1.221
12 C 3.189 -0.909 -0.380  0.715
13 C 4.487 -1.292 -0.686  -0.611
14 C 5.333 -1.761 0.304  -0.613
15 C 4.890 -1.844 1.613  -0.411
16 C 3.598 -1.459 1.927  -0.699
17 C 2.750 -0.998 0.936  0.085
18 C 2.035 1.843 -0.598  -0.637
19 C 1.130 2.607 0.386  -1.018
20 C -3.383 1.538 0.928  -0.353
21 C -4.547 0.854 0.655  -0.701
22 C -4.511 -0.495 0.303  0.216
23 N -5.779 -1.116 0.017  0.950
24 O -5.790 -2.176 -0.573  -0.589
25 O -6.780 -0.530 0.377  -0.613
26 H -2.184 -3.001 0.069  0.397
27 H -3.889 -3.239 0.491  0.409
28 H -3.461 -2.809 -1.146  0.314
29 H -1.190 -0.995 0.503  0.475
30 H -1.662 1.827 -1.291  0.407
31 H -0.362 2.959 -1.696  0.444
32 H 0.532 1.131 -2.834  0.389
33 H -0.372 -0.049 -1.856  0.430
34 H 1.634 -1.257 -1.792  0.383
35 H 2.836 -0.068 -2.330  0.300
36 H 4.839 -1.224 -1.707  0.378
37 H 6.341 -2.058 0.053  0.378
38 H 5.552 -2.206 2.386  0.378
39 H 3.247 -1.517 2.946  0.417
40 H 1.745 -0.687 1.178  0.257
41 H 2.241 2.454 -1.495  0.275
42 H 2.987 1.608 -0.122  0.423
43 H 1.394 2.381 1.421  0.475
44 H 1.202 3.687 0.227  0.291
45 H -3.409 2.581 1.199  0.506
46 H -5.506 1.346 0.704  0.495

***

Structures ranked by computed energy, the most stable listed first: i, ii.

***

## i
Density functional theory data (wB97M-V/def2-TZVPD) for C2H3NP2 as an isolated structure.

Its net charge is 0. The value obtained for the frontier orbital gap (spin up / spin down) is 7.4 / 7.4 eV. Its spin multiplicity is 1.

Each line ends with the Mulliken charge.
Geometry (Å):
1 C 0.395 -0.229 -0.178  0.368
2 C 0.888 -0.080 1.031  -0.713
3 N -0.719 0.165 -0.772  -0.555
4 P -1.563 0.678 2.201  -0.061
5 P -1.874 0.623 0.234  0.204
6 H 1.061 -0.761 -0.756  0.372
7 H 1.816 -0.076 1.598  0.272
8 H -3.052 0.428 -0.438  0.112

***

## ii
Density functional theory data (wB97M-V/def2-TZVPD) for a 2-piece molecular cluster, C2H3NP2 overall.

Its net charge is 0. The value obtained for the frontier orbital gap is 8.2 eV. Its spin multiplicity is 1.

Each line ends with the Mulliken charge.
Geometry (Å):
1 C 0.944 0.157 0.288  0.329
2 C 0.491 -0.078 1.362  -0.786
3 N 1.296 0.587 -0.952  -0.467
4 P -2.936 -1.425 -0.954  -0.031
5 P -2.511 -0.439 0.653  0.027
6 H 0.241 -0.309 2.381  0.447
7 H 1.654 1.540 -1.090  0.225
8 H 0.821 -0.032 -1.689  0.255

***

## iii
Density functional theory data (wB97M-V/def2-TZVPD) for an isolated molecule of C2H3NP2.

Its net charge is 0. The value obtained for the frontier orbital gap is 8.6 eV. Its spin multiplicity is 1.

Each line ends with the Mulliken charge.
Geometry (Å):
1 C -1.215 0.790 -0.010  -0.029
2 P -0.073 -0.405 0.657  -0.040
3 C 1.323 0.659 0.268  -0.251
4 P 0.992 2.318 0.108  0.097
5 N -0.943 1.966 -0.329  -0.529
6 H -2.264 0.563 -0.237  0.401
7 H -0.369 -1.283 -0.373  0.041
8 H 2.394 0.474 0.651  0.310

***

Structures ranked by computed energy, the most stable listed first: iii, ii, i.

***

## i
Density functional theory data (wB97M-V/def2-TZVPD) for a 4-piece molecular cluster, H6IO3 overall.

Its net charge is -1. The value obtained for the frontier orbital gap is 8.0 eV. Its spin multiplicity is 1.

Each line ends with the Mulliken charge.
Geometry (Å):
1 I 0.419 1.861 0.209  -0.760
2 O -0.080 0.996 -3.139  -0.607
3 H 0.135 1.345 -2.284  0.213
4 H 0.780 0.880 -3.564  0.289
5 O 0.848 -0.594 3.074  -0.655
6 H 1.050 -1.274 2.358  0.324
7 H 0.788 0.255 2.580  0.258
8 O -1.364 -1.487 0.096  -0.633
9 H -2.039 -1.026 0.514  0.312
10 H -0.537 -0.956 0.155  0.258

***

## ii
Density functional theory data (wB97M-V/def2-TZVPD) for a 4-piece molecular cluster, H6IO3 overall.

Its net charge is -1. The value obtained for the frontier orbital gap is 7.8 eV. Its spin multiplicity is 1.

Each line ends with the Mulliken charge.
Geometry (Å):
1 I 9.854 -8.047 -22.916  -0.786
2 O 8.975 -9.992 -20.216  -0.558
3 H 9.682 -10.582 -20.048  0.252
4 H 9.201 -9.574 -21.024  0.213
5 O 11.490 -4.970 -21.516  -0.620
6 H 11.615 -5.269 -20.614  0.303
7 H 11.557 -5.788 -21.978  0.268
8 O 7.010 -7.505 -20.691  -0.621
9 H 7.471 -7.527 -21.529  0.252
10 H 6.611 -8.383 -20.613  0.298

***

Structures ranked by computed energy, the most stable listed first: i, ii.

***

## i
Density functional theory data (wB97M-V/def2-TZVPD) for an isolated molecule of C3H9NO.

Its net charge is 0. The value obtained for the frontier orbital gap is 10.3 eV. Its spin multiplicity is 1.

Each line ends with the Mulliken charge.
Geometry (Å):
1 N 0.787 2.219 -0.067  -0.592
2 C 0.410 0.948 0.533  -0.435
3 C -0.038 -0.165 -0.414  -0.332
4 C -0.540 -1.412 0.294  -0.628
5 O -0.911 -2.363 -0.706  -0.502
6 H 1.751 2.398 0.181  0.251
7 H 0.793 2.232 -1.079  0.248
8 H -0.457 1.110 1.176  0.191
9 H 1.199 0.565 1.174  0.322
10 H -0.845 0.298 -0.998  0.274
11 H 0.696 -0.479 -1.153  0.272
12 H 0.316 -1.862 0.803  0.275
13 H -1.298 -1.196 1.046  0.357
14 H -1.865 -2.293 -0.791  0.300

***

## ii
Density functional theory data (wB97M-V/def2-TZVPD) for an isolated molecule of C3H9NO.

Its net charge is 0. The value obtained for the frontier orbital gap is 10.0 eV. Its spin multiplicity is 1.

Each line ends with the Mulliken charge.
Geometry (Å):
1 N 1.966 0.339 1.506  -0.522
2 C 1.024 0.763 0.477  -0.373
3 C -0.009 -0.332 0.077  -0.313
4 C -1.187 0.154 -0.749  -0.429
5 O -1.668 -1.008 -1.415  -0.511
6 H 1.467 -0.292 2.158  0.201
7 H 2.501 1.071 2.002  0.216
8 H 0.350 1.717 0.727  0.218
9 H 1.743 1.017 -0.330  0.249
10 H -0.320 -0.716 1.118  0.184
11 H 0.565 -1.129 -0.477  0.210
12 H -1.053 0.923 -1.519  0.309
13 H -2.042 0.539 -0.118  0.266
14 H -2.594 -0.950 -1.614  0.293

***

## iii
Density functional theory data (wB97M-V/def2-TZVPD) for a 2-piece molecular cluster, C3H9NO overall.

Its net charge is 0. The value obtained for the frontier orbital gap is 10.0 eV. Its spin multiplicity is 1.

Each line ends with the Mulliken charge.
Geometry (Å):
1 C 0.685 6.403 -1.596  -0.060
2 O -0.515 6.474 -1.601  -0.374
3 H 1.307 7.105 -2.176  0.220
4 H 1.178 5.609 -1.003  0.213
5 C 0.631 -3.050 0.285  -0.999
6 C -0.877 -2.865 0.624  -0.339
7 N -1.205 -1.599 1.245  -0.570
8 H 1.300 -2.578 1.014  0.307
9 H 0.907 -4.099 0.161  0.292
10 H 0.861 -2.518 -0.636  0.276
11 H -1.349 -2.976 -0.351  0.282
12 H -1.167 -3.637 1.309  0.312
13 H -0.677 -1.467 2.095  0.219
14 H -1.078 -0.804 0.632  0.220

***

## iv
Density functional theory data (wB97M-V/def2-TZVPD) for a 2-piece molecular cluster, C3H9NO overall.

Its net charge is 0. The value obtained for the frontier orbital gap is 10.7 eV. Its spin multiplicity is 1.

Each line ends with the Mulliken charge.
Geometry (Å):
1 C 1.832 -0.161 -1.562  -0.111
2 O 1.262 0.787 -2.012  -0.399
3 H 2.728 -0.105 -0.920  0.248
4 H 1.573 -1.198 -1.846  0.239
5 C -1.032 1.090 0.290  -1.074
6 C -0.689 -0.082 1.221  -0.261
7 N -0.062 -1.229 0.507  -0.545
8 H -1.490 1.895 0.866  0.337
9 H -0.095 1.479 -0.104  0.252
10 H -1.708 0.893 -0.541  0.338
11 H 0.085 0.320 1.865  0.201
12 H -1.564 -0.372 1.797  0.324
13 H -0.430 -2.088 0.884  0.232
14 H -0.410 -1.230 -0.444  0.218

***

Structures ranked by computed energy, the most stable listed first: i, ii, iv, iii.